Formula: C13H11AsBrIO6SV
Source: the OMol25 dataset
Level of theory: ωB97M-V with the def2-TZVPD basis set

The geometry in XYZ format:
```
35
C13H11AsBrIO6SV ωB97M-V with the def2-TZVPD basis set
V -0.3380 0.5838 0.0524
O -1.3808 -3.2145 -0.8212
As -1.0556 -2.3216 0.6383
O -1.7831 -2.8633 1.9685
O -1.5947 -0.7059 0.2309
C 0.8817 -2.4677 0.7499
C 1.1872 -3.4022 1.7368
C 2.4980 -3.7895 1.9825
C 3.5307 -3.2410 1.2449
C 3.2476 -2.2936 0.2719
C 1.9398 -1.9105 0.0280
S 1.7272 -0.6135 -1.1623
O 2.8552 -0.5538 -2.0196
O 0.3804 -0.7774 -1.7019
O 1.5679 0.6511 -0.2919
H -2.3053 -3.4972 -0.8468
H 0.3817 -3.8240 2.3252
H 2.6991 -4.5225 2.7518
H 4.5552 -3.5391 1.4206
H 4.0405 -1.8432 -0.3093
I 0.5015 0.2818 3.2573
C -0.5562 1.5005 1.8449
H -0.1094 2.4908 1.8906
H -1.5938 1.5350 2.1670
Br -3.2150 5.7805 -2.9558
C -2.3992 4.3156 -2.0781
C -3.0445 3.0903 -2.0592
C -2.4389 2.0161 -1.4210
C -1.2071 2.1768 -0.7891
C -0.5760 3.4188 -0.8211
C -1.1658 4.4921 -1.4714
H -4.0047 2.9729 -2.5420
H -2.9405 1.0562 -1.4159
H 0.3897 3.5635 -0.3498
H -0.6747 5.4548 -1.5051
```

Output
Energy relative to the best compared isomer or geometry (same formula, charge and spin) in eV: 0.132
LUMO energy (alpha / beta) in hartree: -0.053 / -0.036
<S²>: 0.76
Total charge: 0
Frontier orbital gap (alpha / beta) in eV: 7.81 / 8.25
Multiplicity: 2

Löwdin atomic charge list, values in e, 2 entries: V 0.844; O -0.206

***

Formula: C4H20N3O4
Source: the OMol25 dataset
Level of theory: ωB97M-V with the def2-TZVPD basis set

The geometry in XYZ format:
```
31
C4H20N3O4 ωB97M-V with the def2-TZVPD basis set
C -1.0658 1.8859 -1.1823
C 0.4161 1.3758 -1.2290
C 0.7017 -0.0722 -0.9083
C 0.5804 -1.0645 -1.8198
N 1.0086 -2.3671 -1.5038
N 0.9633 -0.4549 0.4536
N -1.6053 1.5552 0.1295
H -1.6118 1.3585 -1.9750
H -0.8568 2.9467 -1.3596
H 0.6621 1.4879 -2.3021
H 1.1307 2.0314 -0.7341
H 0.1506 -0.9203 -2.8093
H 0.9363 -2.9521 -2.3172
H 1.9265 -2.3533 -1.0777
H 1.7731 0.0677 0.7815
H 0.8412 -1.4360 0.6192
H -1.0554 2.0941 0.8125
H -2.5472 1.8923 0.3590
H -1.5640 0.5819 0.4548
H -1.0367 -3.8205 0.3782
H -1.7452 -4.1391 1.7684
O -1.6652 -3.5125 1.0448
H 3.7462 2.3974 0.1360
H 4.3455 1.4430 -0.7237
O 3.5085 1.5378 -0.2450
H -3.0686 -1.2983 1.1710
H -1.6187 -1.5810 1.3723
O -2.2336 -0.8356 1.2970
H -1.1608 1.4538 3.3276
H 0.4161 1.0151 3.0347
O -0.2716 1.6827 3.0468
```

Output
Energy relative to the best compared isomer or geometry (same formula, charge and spin) in eV: 1.662
LUMO energy in hartree: -0.093
Total charge: +1
Frontier orbital gap in eV: 8.12

Löwdin atomic charge list, values in e, 2 entries: C -0.136; C -0.147

***

Formula: C3H12FMgO3
Source: the OMol25 dataset
Level of theory: ωB97M-V with the def2-TZVPD basis set

The geometry in XYZ format:
```
20
C3H12FMgO3 ωB97M-V with the def2-TZVPD basis set
Mg 0.0126 -4.2909 -2.8285
F -0.8449 -2.5591 -1.0442
C 0.2146 2.2291 1.3357
O -0.8473 1.4233 1.6043
H -0.1206 3.2355 1.0852
H 0.8059 2.4726 2.2184
H 0.7740 1.7136 0.5551
H -1.1832 1.0546 0.7840
C 1.7835 -1.9807 2.8979
O 2.0650 -1.9703 1.4500
H 1.3729 -2.9548 3.1637
H 2.7106 -1.7304 3.4136
H 0.9520 -1.3392 3.1896
H 1.2043 -2.0273 1.0286
C -1.4134 1.3977 -3.3415
O -2.0420 0.7924 -2.2265
H -1.9493 2.1326 -3.9421
H -0.4943 1.9476 -3.1392
H -1.3089 0.5542 -4.0240
H -1.6915 -0.1002 -2.1802
```

Output
Energy relative to the best compared isomer or geometry (same formula, charge and spin) in eV: 5.929
LUMO energy in hartree: -0.354
Total charge: +1
Frontier orbital gap in eV: 1.99

Löwdin atomic charge list, values in e, 2 entries: Mg 1.561; F -0.550

***

Formula: C31H66NO15
Source: the OMol25 dataset
Level of theory: ωB97M-V with the def2-TZVPD basis set

The geometry in XYZ format:
```
113
C31H66NO15 ωB97M-V with the def2-TZVPD basis set
N -33.1358 -53.7938 -44.5542
H -32.5978 -53.8116 -43.6670
H -33.6063 -52.9581 -44.5235
H -33.8530 -54.4486 -44.6534
H -32.5027 -53.6716 -45.3770
O -33.0147 -51.7141 -47.0849
C -34.0967 -51.1903 -47.1846
O -35.1637 -51.6632 -47.6711
C -35.1269 -52.9642 -48.2690
C -36.4646 -53.3154 -48.9868
C -34.2766 -49.8107 -46.5343
H -35.0677 -53.6140 -47.3696
H -34.2278 -53.1638 -48.9647
H -37.3416 -53.3435 -48.3252
H -36.4361 -54.2298 -49.6506
H -36.7822 -52.6438 -49.6862
H -33.7000 -49.6218 -45.6589
H -35.3244 -49.7341 -46.0624
H -34.2573 -49.0434 -47.4293
O -30.0257 -53.0195 -45.5198
C -28.9435 -52.9745 -46.1797
O -28.6462 -52.2596 -47.1622
C -29.5514 -51.1957 -47.3606
C -29.1462 -50.5693 -48.7457
C -27.8258 -53.9487 -45.7717
H -29.5464 -50.4070 -46.6559
H -30.4846 -51.3136 -47.4752
H -29.4062 -49.6677 -49.2818
H -29.0890 -51.3504 -49.6553
H -27.9749 -50.1794 -48.5992
H -28.2531 -54.7958 -45.0402
H -26.9056 -53.3579 -45.6313
H -27.6507 -54.4151 -46.4931
O -32.2367 -52.3967 -41.5312
C -31.6829 -51.4367 -41.9976
O -31.9618 -50.2885 -42.2559
C -33.2475 -49.7804 -41.8704
C -33.5719 -48.3429 -42.3141
C -30.2980 -51.6709 -42.3681
H -33.2835 -49.7936 -40.6674
H -33.9299 -50.5045 -42.3458
H -34.6329 -48.0167 -41.6843
H -33.8610 -48.1626 -43.4382
H -32.8312 -47.5690 -42.2438
H -30.0004 -50.9532 -43.0391
H -29.9398 -52.6529 -42.7259
H -29.7188 -51.6035 -41.5107
O -32.8963 -56.0878 -46.4885
C -33.1068 -56.2810 -47.6469
O -32.5628 -55.4650 -48.6465
C -31.4936 -54.6429 -48.4174
C -30.6249 -54.5590 -49.6404
C -34.1792 -57.1391 -48.1781
H -30.7834 -55.1488 -47.6701
H -31.8538 -53.5678 -47.8713
H -31.2737 -54.3445 -50.5140
H -30.1019 -55.3533 -50.1235
H -30.0252 -53.7267 -49.3164
H -34.6535 -57.6104 -47.2887
H -33.6406 -58.0572 -48.7099
H -34.9623 -56.7442 -48.9280
O -35.6546 -51.5804 -44.0768
C -36.7898 -51.6100 -44.2787
O -37.7410 -50.5794 -44.3372
C -37.2079 -49.3215 -43.8568
C -38.3039 -48.2413 -44.1916
C -37.5478 -52.8411 -44.7362
H -36.2367 -48.9590 -44.2294
H -37.1429 -49.4030 -42.8541
H -39.3241 -48.2702 -43.7787
H -38.3785 -48.1260 -45.3925
H -37.9606 -47.1104 -43.9498
H -37.0707 -53.7585 -44.6232
H -37.6715 -52.9127 -45.8616
H -38.6855 -52.8765 -44.4803
O -30.3365 -55.4144 -43.6944
C -30.4325 -56.5956 -43.9161
O -31.2085 -57.4544 -43.1373
C -31.8327 -57.0548 -41.9646
C -32.9176 -58.1415 -41.6338
C -29.7401 -57.2546 -45.0951
H -32.0941 -56.0635 -41.9580
H -31.1008 -57.2208 -41.2612
H -33.4638 -57.8534 -40.6707
H -32.6279 -59.2407 -41.6795
H -33.6863 -58.2214 -42.4025
H -28.7245 -57.6959 -44.9278
H -29.3352 -56.4021 -45.8490
H -30.4120 -57.8071 -45.5658
O -34.6241 -55.1084 -44.7802
C -35.2716 -56.2174 -44.8320
O -36.3194 -56.5767 -45.6947
C -36.9447 -55.4855 -46.4757
C -38.0881 -56.0082 -47.3035
C -34.7962 -57.4259 -44.0449
H -36.2674 -55.1522 -46.9562
H -37.4343 -54.6847 -45.7135
H -38.6776 -56.7789 -46.6761
H -37.5630 -56.5091 -48.1690
H -38.7414 -55.2206 -47.5099
H -33.9333 -57.3396 -43.4799
H -34.6147 -58.1990 -44.6596
H -35.7461 -57.7414 -43.5318
C -36.7576 -55.9904 -41.3712
C -35.3538 -55.5737 -41.1647
O -34.5461 -55.3443 -42.2937
C -34.8083 -55.5988 -39.7617
H -36.9711 -57.0501 -41.1599
H -37.2087 -55.6709 -42.1981
H -37.3813 -55.5090 -40.6112
H -35.1171 -56.6536 -39.4358
H -35.3087 -54.8623 -39.1559
H -33.7592 -55.5126 -39.8213
```

Output
Energy relative to the best compared isomer or geometry (same formula, charge and spin) in eV: 4.626
LUMO energy in hartree: -0.067
Total charge: +1
Frontier orbital gap in eV: 9.71

Löwdin atomic charge list, values in e, 2 entries: N 0.334; H 0.132

***

Formula: C20H12ClF5IN2O3Rh
Source: the OMol25 dataset
Level of theory: ωB97M-V with the def2-TZVPD basis set

The geometry in XYZ format:
```
45
C20H12ClF5IN2O3Rh ωB97M-V with the def2-TZVPD basis set
Rh -0.6048 0.3364 -0.5250
C -3.4321 0.2127 2.9562
C -2.1551 -0.5458 3.1417
N -2.0360 -1.3996 4.1241
C -0.8774 -2.0925 4.2720
C 0.1757 -1.9941 3.4148
C 1.4279 -2.7833 3.6848
O 1.8189 -3.6300 2.6066
C 0.0648 -1.0875 2.3244
C 1.1265 -0.9997 1.3809
N 1.2003 -0.1925 0.3668
C 2.4528 -0.0890 -0.3063
C 3.6541 -0.4009 0.3415
C 4.8742 -0.2926 -0.2977
C 4.9482 0.1789 -1.6005
C 3.7817 0.5392 -2.2498
C 2.5648 0.4042 -1.5995
I 0.8579 0.9074 -2.6914
C -1.0883 -0.3134 2.2098
O -1.2589 0.6157 1.3100
H -4.1346 -0.0663 3.7372
H -3.8588 -0.0035 1.9752
H -3.2487 1.2875 2.9850
H -0.8340 -2.7590 5.1255
H 1.2876 -3.3566 4.6028
H 2.2728 -2.1125 3.8475
H 1.1052 -4.2523 2.4311
H 1.9409 -1.7015 1.5289
H 3.6341 -0.7166 1.3754
H 5.7757 -0.5624 0.2361
H 5.9006 0.2757 -2.1040
H 3.8141 0.9308 -3.2579
F -2.9661 3.0729 -6.2999
C -2.7345 2.6882 -5.0424
C -2.4386 3.6203 -4.0684
F -2.3687 4.9147 -4.3915
C -2.2040 3.2199 -2.7654
F -1.8986 4.1481 -1.8527
C -2.2682 1.8832 -2.3758
O -2.0708 1.5360 -1.1097
C -2.5487 0.9649 -3.3918
F -2.5795 -0.3391 -3.0902
C -2.7837 1.3517 -4.6982
F -3.0593 0.4360 -5.6301
Cl -1.2295 -1.8337 -0.6301
```

Output
Energy relative to the best compared isomer or geometry (same formula, charge and spin) in eV: 0.611
LUMO energy in hartree: -0.064
Total charge: 0
Frontier orbital gap in eV: 6.68

Löwdin atomic charge list, values in e, 2 entries: Rh 0.712; C -0.013

***

Formula: C24H35Cl2N2O4PS4SbSe4Ti
Source: the OMol25 dataset
Level of theory: ωB97M-V with the def2-TZVPD basis set

The geometry in XYZ format:
```
78
C24H35Cl2N2O4PS4SbSe4Ti ωB97M-V with the def2-TZVPD basis set
Ti 1.4369 0.5275 2.2042
S 3.5594 4.3193 3.4023
Sb 3.9450 2.1881 4.1014
S 3.8328 0.6079 2.3463
S 1.5736 1.6564 4.6935
S 5.3527 1.6660 5.7520
Se 1.7300 -0.0130 6.1642
Se 3.3106 -1.5219 5.4126
Se 2.1278 -3.2128 4.2872
Se 2.3054 -2.5734 2.0732
O 0.8287 -0.7011 3.3456
N 0.8323 -1.3101 2.0922
C -4.0601 0.2057 1.8601
C -2.7008 0.1660 2.5634
C -2.2935 -1.2845 2.8291
P -1.3363 1.1839 1.8102
C -1.4502 1.0617 -0.0419
C -2.6024 1.6928 -0.8260
C -1.2654 -0.4071 -0.4456
C -1.7491 2.9162 2.3411
C -1.6856 2.9902 3.8735
C -3.0475 3.5862 1.8906
H -4.8002 -0.3020 2.4844
H -4.0282 -0.3229 0.9090
H -4.4216 1.2142 1.6712
H -2.8232 0.6443 3.5421
H -2.1529 -1.8381 1.9003
H -3.0870 -1.7773 3.3972
H -1.3664 -1.3510 3.3931
H -0.5332 1.5769 -0.3435
H -3.5845 1.3940 -0.4625
H -2.5276 1.3711 -1.8687
H -2.5521 2.7811 -0.8247
H -2.1972 -0.9643 -0.3421
H -0.5011 -0.9124 0.1498
H -0.9738 -0.4600 -1.4970
H -0.9049 3.4876 1.9437
H -2.6574 2.7401 4.3059
H -1.4363 4.0044 4.1896
H -0.9430 2.3226 4.3052
H -3.9216 3.0598 2.2746
H -3.1467 3.6745 0.8128
H -3.0801 4.5960 2.3090
Cl 0.3113 -4.3446 -1.0371
C -0.4972 -4.0850 -2.5521
C -1.4611 -4.9872 -2.9615
C -2.1256 -4.7899 -4.1619
C -1.8443 -3.6647 -4.9178
C -0.8961 -2.7538 -4.4841
Cl -0.7105 -1.2842 -5.3926
C -0.1574 -2.9502 -3.3082
N 0.7804 -2.0529 -2.8389
C 1.8874 -1.5968 -3.5948
C 2.3914 -2.3328 -4.6590
C 3.5075 -1.8895 -5.3484
C 4.1440 -0.7213 -4.9600
C 3.6445 0.0056 -3.8898
C 2.5123 -0.4038 -3.1982
C 1.9560 0.4349 -2.0773
C 1.9816 -0.1951 -0.6811
O 2.3360 -1.3526 -0.4991
O 1.5695 0.6104 0.2370
H -1.6758 -5.8408 -2.3349
H -2.8735 -5.4959 -4.4935
H -2.3756 -3.4612 -5.8369
H 1.0448 -2.1902 -1.8670
H 1.9026 -3.2557 -4.9453
H 3.8865 -2.4684 -6.1805
H 5.0266 -0.3779 -5.4833
H 4.1396 0.9191 -3.5814
H 0.9061 0.6751 -2.2786
H 2.4837 1.3886 -2.0163
C 1.8826 3.3233 0.5187
O 1.4132 2.7774 1.7619
H 1.1484 3.0963 -0.2502
H 2.8459 2.8848 0.2544
H 1.9899 4.4022 0.6340
H 1.9199 3.2941 2.4450
```

Output
Energy relative to the best compared isomer or geometry (same formula, charge and spin) in eV: 0.345
LUMO energy in hartree: 0.075
Total charge: -1
Frontier orbital gap in eV: 7.20

Löwdin atomic charge list, values in e, 2 entries: Ti 0.465; S -0.072

***

Formula: C25H41Cl3N3O3SSiYb
Source: the OMol25 dataset
Level of theory: ωB97M-V with the def2-TZVPD basis set

The geometry in XYZ format:
```
78
C25H41Cl3N3O3SSiYb ωB97M-V with the def2-TZVPD basis set
C -2.4475 -2.2989 -4.2731
C -1.5017 -2.6716 -3.1567
H -2.7972 -3.2123 -4.7558
H -1.9665 -1.6756 -5.0355
H -3.3280 -1.7786 -3.8939
C -0.8769 -3.9164 -3.2224
C -0.9865 -4.9120 -4.3098
H -0.2496 -4.2403 -2.4088
H -0.5024 -4.6633 -5.2714
H -2.0211 -5.2096 -4.5456
H -0.4746 -5.8102 -3.9313
Yb 1.2225 1.5885 0.8524
Cl -1.6400 1.5145 1.0714
Cl 1.6492 3.7691 -0.4169
H 0.1754 5.6565 5.1111
H -1.7300 5.9657 4.1563
C 0.6914 5.0784 4.3399
C -1.4851 5.5317 3.1815
N -0.3002 4.7006 3.3420
H 1.1642 4.1787 4.7516
C 0.0030 3.7226 2.5007
O 0.9247 2.9008 2.7174
H -2.3238 4.9266 2.8086
H -0.6180 3.6659 1.5933
H 1.4620 5.7184 3.8833
H -1.3052 6.3534 2.4718
H 2.4668 -0.6995 -2.8590
H 2.7192 -3.2195 -1.9410
C 3.4074 -0.5427 -2.3115
C 3.5913 -2.8264 -1.3944
N 3.4511 -1.4050 -1.1436
H 3.4755 0.4999 -1.9981
C 3.3274 -0.9068 0.1021
O 3.1707 0.3082 0.3615
H 3.6838 -3.3615 -0.4444
H 3.3609 -1.6635 0.9070
H 4.2401 -0.7963 -2.9774
H 4.4830 -3.0208 -2.0098
O -0.6902 -1.4731 -2.6850
C -1.6498 -1.9431 -1.7748
C 0.0984 -3.1506 -0.4118
C -1.1301 -2.4781 -0.5103
H 0.7972 -3.0621 -1.2510
C 0.3897 -3.9116 0.7201
H -2.5277 -1.2884 -1.7072
C -1.8367 -2.2451 0.7024
H 1.2616 -4.5646 0.7060
C -0.4205 -3.8455 1.8439
C -1.5181 -2.9761 1.8356
H -2.6024 -1.4562 0.6866
H -0.2046 -4.4363 2.7256
H -2.1432 -2.8626 2.7232
Si -0.3233 1.4266 -2.9214
Cl 0.4388 0.2703 -1.0356
C 1.2521 2.1202 -3.6747
C -1.3048 2.8439 -2.1985
C -1.2139 0.5024 -4.2174
H 2.1756 1.7774 -3.1951
H 1.2289 3.2174 -3.6046
H 1.2794 1.8479 -4.7411
H -0.5198 -0.2315 -4.6433
H -1.5273 1.2047 -5.0008
H -2.1041 0.0466 -3.7755
H -1.5562 2.6845 -1.1397
H -2.2366 2.9772 -2.7662
H -0.7210 3.7753 -2.2707
S 0.9326 -0.8645 2.7374
C 0.1737 -0.0657 4.0040
N -1.0307 0.5721 3.8167
C -1.6396 1.2959 4.7912
C -1.0442 1.4333 6.0320
C 0.1902 0.7994 6.2750
C 0.7524 0.0035 5.2891
H -1.3980 0.6494 2.8337
H -2.5914 1.7450 4.5132
H -1.5374 2.0309 6.7950
H 0.7100 0.9362 7.2195
H 1.6756 -0.5534 5.4229
```

Output
Energy relative to the best compared isomer or geometry (same formula, charge and spin) in eV: 3.982
LUMO energy (alpha / beta) in hartree: 0.017 / -0.003
<S²>: 0.76
Total charge: 0
Frontier orbital gap (alpha / beta) in eV: 6.20 / 5.64
Multiplicity: 2

Löwdin atomic charge list, values in e, 2 entries: C -0.017; C -0.353

***

Formula: C20H23IN2OPSSr
Source: the OMol25 dataset
Level of theory: ωB97M-V with the def2-TZVPD basis set

The geometry in XYZ format:
```
50
C20H23IN2OPSSr ωB97M-V with the def2-TZVPD basis set
Sr -0.1270 -2.0063 -0.5421
N 0.2414 1.5351 1.8253
P -1.3029 0.6727 1.7907
C -2.3680 1.9505 2.5647
C -3.2788 1.5924 3.5148
C -3.9479 2.5747 4.2829
C -3.6964 3.9138 4.0823
C -2.7749 4.2465 3.0972
C -2.1212 3.3160 2.3071
C -1.6639 0.7224 0.0341
C -2.8249 0.0150 -0.3163
C -2.9369 -0.5726 -1.6091
C -2.0034 -0.2941 -2.5657
C -0.9846 0.6648 -2.3293
C -0.8815 1.1762 -1.0082
C 1.4349 0.9668 1.4897
C 2.6112 1.7281 1.7928
C 3.8063 1.3799 1.2203
C 3.8293 0.1935 0.4374
C 2.6653 -0.5225 0.2096
N 1.4716 -0.2064 0.8342
H 0.3048 2.3160 2.5008
H -3.5030 0.5414 3.6576
H -4.6314 2.2656 5.0543
H -4.1823 4.6245 4.7146
H -2.5039 5.3137 2.9981
H -1.4268 3.5560 1.5388
H -3.6193 -0.0733 0.4446
H -3.6044 -1.3854 -1.8285
H -2.0725 -0.7621 -3.5330
H -0.3153 1.0526 -3.1245
H -0.1239 1.8951 -0.8290
H 2.4827 2.4164 2.6157
H 4.6841 2.0474 1.3540
H 4.7340 -0.3024 0.0530
H 2.6985 -1.4107 -0.3842
I 0.5966 -3.5032 2.3999
C 1.1732 -4.1844 0.4678
H 1.0096 -5.3103 0.4234
H 2.2318 -3.9512 0.3927
C 1.8804 -4.2583 -3.9084
S 1.1191 -2.6198 -4.0645
C 2.5471 -1.5905 -4.3991
O 0.9100 -1.9625 -2.6722
H 2.5238 -4.3201 -4.7702
H 1.0650 -5.0150 -3.9246
H 2.4461 -4.4050 -2.9883
H 3.0831 -1.9684 -5.2447
H 3.1874 -1.5086 -3.5100
H 2.1576 -0.5441 -4.5464
```

Output
Energy relative to the best compared isomer or geometry (same formula, charge and spin) in eV: 0.244
LUMO energy in hartree: -0.096
Total charge: +1
Frontier orbital gap in eV: 6.75

Löwdin atomic charge list, values in e, 2 entries: Sr 1.216; N -0.121